[1]
The following is a quantum chemistry calculation of one molecule with the formula C6H11N at a distorted geometry, from OMol25.

```
18
Properties=species:S:1:pos:R:3:mulliken_charge:R:1
C -1.265 0.692 1.232 -1.414
C -1.749 -0.607 -0.975 -1.450
C 1.063 -0.923 -1.219 -1.024
C -0.795 0.008 -0.007 1.066
C 1.372 0.056 0.908 -0.571
C 2.203 1.041 1.145 -0.591
N 0.511 -0.177 -0.104 0.361
H -1.046 1.761 1.211 0.277
H -2.331 0.557 1.385 0.385
H -0.715 0.278 2.085 0.395
H -1.672 -1.699 -0.984 0.309
H -1.581 -0.261 -1.998 0.339
H -2.767 -0.346 -0.699 0.368
H 0.781 -0.449 -2.158 0.352
H 0.702 -1.953 -1.225 0.308
H 2.146 -0.930 -1.130 0.375
H 2.848 1.016 2.008 0.254
H 2.296 1.935 0.527 0.262
```

E in eV: -7887.10843
2S+1: 1
LUMO energy in eV: 0.857
Kohn-Sham gap in hartree: 0.2756



[2]
The following is a quantum chemistry calculation of one molecule with the formula C6H11N at a distorted geometry, from OMol25.

```
18
Properties=species:S:1:pos:R:3:mulliken_charge:R:1
C 1.565 -0.634 -0.395 -0.646
C 1.236 0.801 0.358 -0.580
C -0.005 1.459 0.243 -0.458
N -0.932 0.501 -0.550 -0.198
C -2.203 0.228 -0.151 -0.442
C -0.970 -0.773 0.121 -0.006
C 0.092 -1.628 -0.478 -0.776
H 1.808 -0.545 -1.399 0.343
H 2.480 -1.016 0.226 0.282
H 2.228 1.451 0.269 0.316
H 1.453 0.512 1.401 0.299
H -0.315 1.495 1.273 0.212
H -0.139 2.499 -0.278 0.346
H -2.904 0.554 0.639 0.242
H -2.767 0.294 -1.036 0.275
H -0.808 -0.685 1.248 0.123
H 0.070 -1.902 -1.497 0.328
H 0.110 -2.611 0.005 0.339
```

E in eV: -7885.56264
2S+1: 1
LUMO energy in eV: 1.180
SMILES string: C1CCN2C[C@H]2C1
Kohn-Sham gap in hartree: 0.3789



[3]
The following is a quantum chemistry calculation of one molecule with the formula C6H11N at a distorted geometry, from OMol25.

```
18
Properties=species:S:1:pos:R:3:mulliken_charge:R:1
C -0.108 -1.934 2.383 -0.768
C 0.511 -1.543 1.232 -0.114
C 0.679 -0.100 0.930 -0.378
C -0.009 0.391 -0.364 0.454
C -0.260 1.909 -0.229 -1.408
C -0.207 -0.296 -1.535 -0.248
N -0.520 0.552 -2.609 -0.582
H -0.591 -2.952 2.391 0.247
H -0.650 -1.220 3.054 0.250
H 0.691 -2.226 0.408 0.305
H 1.763 0.027 0.734 0.239
H 0.213 0.470 1.831 0.219
H 0.692 2.416 0.069 0.245
H -1.028 2.125 0.542 0.329
H -0.807 2.424 -1.094 0.422
H -0.102 -1.400 -1.634 0.284
H 0.119 1.382 -2.682 0.228
H -0.386 -0.025 -3.429 0.277
```

E in eV: -7888.05341
2S+1: 1
LUMO energy in eV: 0.993
SMILES string: C=CC/C(C)=C/N
Kohn-Sham gap in hartree: 0.3260



[4]
The following is a quantum chemistry calculation of one molecule with the formula C6H11N at a distorted geometry, from OMol25.

```
18
Properties=species:S:1:pos:R:3:mulliken_charge:R:1
C 1.164 -0.692 -0.311 -0.732
C 0.884 0.872 -0.430 -0.719
C -0.311 1.129 0.444 -0.249
C -0.334 -0.057 1.424 -0.487
C -0.114 -1.057 0.294 -0.774
C -1.178 -0.724 -0.585 -0.386
N -1.324 0.659 -0.611 -0.539
H 2.184 -1.036 0.128 0.244
H 1.490 -0.833 -1.372 0.303
H 1.773 1.454 0.032 0.273
H 1.093 1.271 -1.479 0.377
H -0.307 2.072 0.974 0.461
H -1.269 0.099 2.010 0.341
H 0.714 0.001 2.032 0.304
H -0.227 -1.984 0.530 0.774
H -0.827 -1.048 -1.614 0.255
H -2.125 -1.312 -0.118 0.271
H -1.287 1.188 -1.348 0.283
```

E in eV: -7886.68003
2S+1: 1
LUMO energy in eV: 1.039
SMILES string: C1C[C@@H]2C[C@H]1CN2
Kohn-Sham gap in hartree: 0.3290



[5]
The following is a quantum chemistry calculation of one molecule with the formula C6H11N at a distorted geometry, from OMol25.

```
18
Properties=species:S:1:pos:R:3:mulliken_charge:R:1
C 2.099 0.197 -0.079 -1.225
C 0.858 -0.670 0.099 -0.745
C -0.482 0.095 0.165 1.607
C -1.633 -0.889 0.426 -1.663
C -0.754 0.892 -1.090 -1.683
C -0.313 0.713 2.185 -0.118
N -0.464 1.373 1.203 -0.383
H 2.087 0.725 -1.038 0.297
H 3.004 -0.418 -0.051 0.383
H 2.167 0.940 0.721 0.319
H 0.972 -1.304 0.988 0.381
H 0.765 -1.358 -0.757 0.405
H -1.428 -1.588 1.244 0.401
H -2.562 -0.356 0.648 0.427
H -1.791 -1.475 -0.490 0.407
H -1.717 1.398 -0.988 0.421
H 0.017 1.653 -1.227 0.398
H -0.776 0.218 -1.949 0.371
```

E in eV: -7888.40885
2S+1: 1
LUMO energy in eV: 0.932
Kohn-Sham gap in hartree: 0.4356



[6]
The following is a quantum chemistry calculation of one molecule with the formula C6H11N at a distorted geometry, from OMol25.

```
18
Properties=species:S:1:pos:R:3:mulliken_charge:R:1
C -2.316 0.641 2.373 -0.877
C -1.598 0.012 1.452 -0.179
C -0.227 0.317 1.054 -0.666
C 0.330 0.177 -0.164 0.922
C -0.534 -0.199 -1.330 -1.434
N 1.703 0.098 -0.313 -0.250
C 2.299 -0.416 -1.524 -0.842
H -3.342 0.354 2.558 0.264
H -1.877 1.431 2.975 0.257
H -2.109 -0.763 0.889 0.317
H 0.349 0.730 1.882 0.284
H -1.562 -0.005 -1.052 0.391
H -0.385 -1.233 -1.640 0.332
H -0.335 0.416 -2.209 0.386
H 2.169 0.087 0.575 0.225
H 2.233 0.302 -2.343 0.255
H 3.359 -0.591 -1.358 0.345
H 1.841 -1.360 -1.823 0.270
```

E in eV: -7888.99230
2S+1: 1
LUMO energy in eV: 0.988
SMILES string: C=C/C=C(\C)NC
Kohn-Sham gap in hartree: 0.2999